Below is C18H11F3N3STc as an isolated structure, with properties calculated with the ωB97M-V functional and the def2-TZVPD basis.

```
37
Properties=species:S:1:pos:R:3:lowdin_charge:R:1
Tc -0.3100 -0.0447 -1.0118 1.2172
S -1.5964 -0.4190 -2.7638 0.7757
F -5.1323 -2.9071 -2.8941 0.2027
F -4.0858 -1.2704 -3.8608 0.1308
F -5.9358 -0.9009 -2.7878 0.2036
N 1.5053 -0.8718 -0.2097 -0.0267
N 0.6044 1.6611 -0.0708 -0.0262
N -2.0948 -0.7135 -0.3156 -0.1755
C 0.1446 2.9307 -0.0353 -0.0037
C -4.0438 -1.3793 -1.5121 -0.0548
C -4.8209 -1.6201 -2.7981 -0.6048
C -2.7577 -0.9049 -1.4741 -0.5653
C 0.8465 3.9754 0.5538 0.0466
C 4.2971 0.6980 1.5804 0.1553
C 2.5752 2.3928 1.1082 -0.0998
C 2.2872 0.0278 0.4073 -0.1175
C 2.0682 3.7162 1.1379 0.1110
C 3.1738 -2.5635 0.1882 0.0466
C 3.8215 2.0331 1.6554 0.1553
C -3.9654 -1.4532 0.9106 0.0282
C 1.7988 1.3997 0.4833 -0.1176
C 3.9794 -1.6517 0.8368 0.1111
C 3.5379 -0.3100 0.9564 -0.0997
C -2.6699 -0.9763 0.8692 -0.0536
C 1.9496 -2.1431 -0.3169 -0.0037
C -4.6491 -1.6550 -0.2816 0.0977
H 1.2894 -2.8338 -0.8276 0.1430
H 4.9381 -1.9467 1.2483 0.1596
H -5.6664 -2.0306 -0.2689 0.1621
H -4.4315 -1.6647 1.8625 0.1413
H -2.0815 -0.7999 1.7590 0.1319
H 2.6402 4.5064 1.6111 0.1596
H 3.4718 -3.5962 0.0666 0.1499
H 5.2665 0.4671 2.0087 0.1634
H -0.8198 3.0981 -0.4998 0.1431
H 4.4429 2.7793 2.1388 0.1633
H 0.4228 4.9706 0.5460 0.1498
```

Results
spin multiplicity	4
orbital gap (alpha / beta)	6.95 / 4.49	eV
⟨S²⟩	3.79
LUMO energy (alpha / beta)	-11.652 / -14.344	eV
charge	+3
total energy	-44471.872	eV